ORCA calculation (ωB97M-V with the def2-TZVPD basis set) on a single C24H34N2O2 molecule.

Last column: Löwdin charge in e.
CARTESIAN COORDINATES (ANGSTROEM)
C1 4.240 -2.016 -3.635  -0.0837
O1 4.673 -1.668 -2.346  -0.0976
C2 3.868 -0.834 -1.597  -0.2047
C3 2.676 -0.271 -2.012  -0.0251
C4 1.958 0.548 -1.153  -0.0647
C5 2.419 0.824 0.123  -0.2132
C6 1.617 1.678 1.073  -0.1555
N1 0.740 2.591 0.367  -0.2280
C7 1.477 3.687 -0.219  -0.0784
C8 -0.418 3.038 1.124  -0.1698
C9 -1.656 3.069 0.217  -0.2809
C10 -2.855 3.750 0.879  -0.1674
C11 -3.408 2.898 2.017  -0.1763
C12 -3.686 1.477 1.531  -0.1985
N2 -2.465 0.900 1.007  -0.1699
C13 -2.527 -0.530 0.773  -0.1762
C14 -1.151 -1.178 1.001  -0.1261
C15 -1.215 -2.654 0.733  -0.1944
C16 -1.643 -3.504 1.745  -0.0451
C17 -1.759 -4.866 1.542  -0.0915
C18 -1.443 -5.399 0.305  -0.0931
C19 -1.016 -4.563 -0.710  -0.0521
C20 -0.899 -3.192 -0.517  -0.2209
C21 -0.422 -2.323 -1.644  -0.0336
C22 -2.027 1.635 -0.163  -0.1599
C23 3.622 0.264 0.537  0.0403
C24 4.347 -0.560 -0.305  -0.2396
O2 5.520 -1.099 0.119  0.0772
H1 4.158 -1.135 -4.281  0.0974
H2 3.278 -2.537 -3.607  0.0957
H3 5.002 -2.684 -4.034  0.0947
H4 2.292 -0.460 -3.002  0.1075
H5 1.031 0.989 -1.483  0.1057
H6 2.306 2.205 1.758  0.1289
H7 0.997 1.010 1.679  0.1197
H8 0.808 4.288 -0.834  0.0832
H9 1.934 4.342 0.541  0.0905
H10 2.268 3.290 -0.853  0.0846
H11 -0.251 4.032 1.569  0.1263
H12 -0.615 2.330 1.929  0.1126
H13 -1.401 3.612 -0.698  0.1351
H14 -2.570 4.736 1.252  0.1109
H15 -3.637 3.890 0.127  0.1142
H16 -2.687 2.857 2.833  0.1093
H17 -4.331 3.338 2.400  0.1097
H18 -4.033 0.866 2.368  0.1184
H19 -4.488 1.500 0.768  0.1272
H20 -2.888 -0.766 -0.243  0.1275
H21 -3.235 -0.974 1.478  0.1210
H22 -0.869 -1.004 2.041  0.1204
H23 -0.408 -0.699 0.366  0.0868
H24 -1.885 -3.085 2.712  0.1123
H25 -2.092 -5.509 2.344  0.0988
H26 -1.528 -6.462 0.131  0.0987
H27 -0.768 -4.983 -1.675  0.1053
H28 -0.292 -2.912 -2.548  0.0767
H29 0.534 -1.863 -1.391  0.0644
H30 -1.133 -1.526 -1.851  0.0795
H31 -1.141 1.148 -0.571  0.1021
H32 -2.812 1.647 -0.943  0.1322
H33 4.015 0.458 1.523  0.1272
H34 5.871 -1.642 -0.599  0.1044

Output
HOMO: -0.2971 Eh
charge: 0
SMILES string: COc1ccc(CN(C)C[C@@H]2CCCN(CCc3ccccc3C)C2)cc1O
E: -1194.90512 hartree
Kohn-Sham gap: 8.80 eV
LUMO energy: 0.71 eV